Entry 1:
A cluster of 2 separate species, C18H36N3OS2 in total at a distorted geometry, computed with ωB97M-V/def2-TZVPD.

Each atom is followed by the atoms it is bonded to, with distances in Å.
Positions of all 60 atoms, in Å:
1 C 1.52817 0.16565 1.02746  C2 1.537, H20 1.090, H21 1.095, H22 1.091
2 C 2.19974 -0.01471 -0.34350  C1 1.537, C3 1.534, H23 1.092, H24 1.092
3 C 2.55942 1.30004 -1.04706  C2 1.534, C4 1.528, H25 1.093, H26 1.092
4 C 1.40209 2.29522 -1.10994  C3 1.528, C5 1.528, H27 1.093, H28 1.094
5 C 0.19300 1.71473 -1.84298  C4 1.528, C6 1.527, H29 1.094, H30 1.095
6 C -0.85740 2.75132 -2.23412  C5 1.527, C7 1.535, H31 1.094, H32 1.089
7 C -1.73876 3.22034 -1.06809  C6 1.535, C8 1.515, H33 1.095, H34 1.090
8 C -2.36718 2.05561 -0.33022  C7 1.515, O9 1.404, C18 1.527, H35 1.106
9 O -2.90806 1.09114 -1.19470  C8 1.404, C10 1.409
10 C -3.01815 -0.16150 -0.55836  O9 1.409, N11 1.424, C15 1.577, H36 1.101
11 N -3.87608 -1.02566 -1.29719  C10 1.424, C12 1.281
12 C -3.42740 -2.10279 -1.82554  N11 1.281, C13 1.496, C14 1.502
13 C -4.17894 -3.38459 -1.65335  C12 1.496, H37 1.088, H38 1.088, H39 1.095
14 C -2.16050 -2.15782 -2.63081  C12 1.502, H40 1.092, H41 1.090, H42 1.093
15 C -3.66664 -0.09554 0.87722  C10 1.577, S16 1.814, N17 1.550, H43 1.085
16 S -2.79545 -1.21904 2.00414  C15 1.814, H44 1.343
17 N -3.65100 1.29513 1.56056  C15 1.550, C18 1.498, H45 1.021, H46 1.023
18 C -3.47244 2.46392 0.64135  C8 1.527, N17 1.498, S19 1.833, H47 1.088
19 S -5.04079 2.82219 -0.23701  C18 1.833, H48 1.340
20 H 1.78516 1.11426 1.49831  C1 1.090
21 H 0.44071 0.04620 0.98081  C1 1.095
22 H 1.88522 -0.60597 1.71153  C1 1.091
23 H 3.12625 -0.57104 -0.18889  C2 1.092
24 H 1.56796 -0.64503 -0.97357  C2 1.092
25 H 2.89276 1.06416 -2.06095  C3 1.093
26 H 3.40026 1.75330 -0.51708  C3 1.092
27 H 1.74165 3.18942 -1.63803  C4 1.093
28 H 1.11783 2.58651 -0.09438  C4 1.094
29 H -0.23164 0.90095 -1.24762  C5 1.094
30 H 0.55761 1.24432 -2.76195  C5 1.095
31 H -0.33183 3.64162 -2.59049  C6 1.094
32 H -1.46290 2.41358 -3.07354  C6 1.089
33 H -2.54504 3.82830 -1.49234  C7 1.095
34 H -1.17245 3.83398 -0.36683  C7 1.090
35 H -1.58579 1.57426 0.28695  C8 1.106
36 H -2.02823 -0.63420 -0.46900  C10 1.101
37 H -3.93676 -4.13574 -2.40228  C13 1.088
38 H -5.25078 -3.21074 -1.58863  C13 1.088
39 H -3.84542 -3.76428 -0.68179  C13 1.095
40 H -2.44595 -2.33705 -3.66898  C14 1.092
41 H -1.59898 -1.22689 -2.55787  C14 1.090
42 H -1.51749 -2.98932 -2.33249  C14 1.093
43 H -4.68177 -0.47762 0.86443  C15 1.085
44 H -1.55470 -0.96345 1.55836  S16 1.343
45 H -4.51709 1.40048 2.09168  N17 1.021
46 H -2.90322 1.28052 2.25923  N17 1.023
47 H -3.22959 3.35484 1.21644  C18 1.088
48 H -5.84630 2.07394 0.52825  S19 1.340
49 C 5.34732 -3.39845 2.79952  C50 1.523, H54 1.091, H55 1.090, H56 1.091
50 C 5.72617 -2.43407 1.68284  C49 1.523, C51 1.533, H57 1.093, H58 1.091
51 C 6.24503 -1.09017 2.20759  C50 1.533, C52 1.465, H59 1.091, H60 1.091
52 C 5.23796 -0.39860 3.01530  C51 1.465, N53 1.149
53 N 4.44686 0.14382 3.64717  C52 1.149
54 H 4.53490 -2.99983 3.40908  C49 1.091
55 H 5.01516 -4.35113 2.38772  C49 1.090
56 H 6.19755 -3.59505 3.45455  C49 1.091
57 H 4.86114 -2.25927 1.03875  C50 1.093
58 H 6.50214 -2.87984 1.05899  C50 1.091
59 H 6.52229 -0.43467 1.38102  C51 1.091
60 H 7.13228 -1.23944 2.82536  C51 1.091

* 2S+1: 1
* total charge: +1
* highest occupied orbital energy: -12.1 eV
* DFT total energy: -1743.0379 hartree
* HOMO-LUMO gap: 9.172 eV

Results of the Löwdin charge analysis, in e, for atoms 1 through 4: atom 1 (C): -0.10, atom 2 (C): -0.25, atom 3 (C): -0.21, atom 4 (C): -0.21

---

Entry 2:
A cluster of 7 separate species, C18H36NO21S3 in total at a distorted geometry, computed with ωB97M-V/def2-TZVPD.

Each atom is followed by the atoms it is bonded to, with distances in Å.
Positions of all 79 atoms, in Å:
1 N -0.28652 0.70090 -0.12680  O2 1.276, O3 1.181, O4 1.278
2 O 0.98752 0.76441 -0.13597  N1 1.276
3 O -0.87810 -0.00962 -0.86102  N1 1.181
4 O -0.88566 1.30334 0.82786  N1 1.278
5 O -4.53427 0.60432 -5.37689  S6 1.359
6 S -5.06415 0.48341 -4.13153  O5 1.359, O7 1.490, O8 1.627, C11 1.751
7 O -4.76341 -0.58172 -3.13363  S6 1.490
8 O -4.47630 1.70655 -3.23449  S6 1.627, C9 1.523
9 C -2.96751 1.59953 -3.05904  O8 1.523, C10 1.553, H12 1.030, H13 1.244
10 C -2.54746 2.59822 -1.94685  C9 1.553, H14 1.020, H15 1.075, H16 1.130
11 C -6.76665 0.88716 -4.06365  S6 1.751, H17 1.116, H18 1.073, H19 1.122
12 H -2.41390 1.80406 -3.90298  C9 1.030
13 H -2.64422 0.55957 -2.45781  C9 1.244
14 H -1.54009 2.44125 -1.92944  C10 1.020
15 H -2.99668 2.51420 -0.97396  C10 1.075
16 H -2.51031 3.68773 -2.24339  C10 1.130
17 H -6.91551 1.96622 -4.30457  C11 1.116
18 H -7.02651 0.66932 -3.04532  C11 1.073
19 H -7.22591 0.26371 -4.87542  C11 1.122
20 O -0.72752 2.86156 4.97603  S21 1.485
21 S 0.35627 2.56013 5.94574  O20 1.485, O22 1.396, O23 1.640, C26 1.700
22 O 0.38723 1.62514 6.98196  S21 1.396
23 O 1.52618 2.13394 4.87845  S21 1.640, C24 1.419
24 C 1.28669 0.82660 4.38227  O23 1.419, C25 1.516, H27 1.051, H28 1.028
25 C 2.07648 0.47677 3.13664  C24 1.516, H29 1.133, H30 1.072, H31 1.129
26 C 0.95506 3.95494 6.71187  S21 1.700, H32 1.068, H33 1.185, H34 1.059
27 H 0.39791 0.36441 4.06364  C24 1.051
28 H 1.69363 0.24598 5.12693  C24 1.028
29 H 3.15944 0.79211 3.03330  C25 1.133
30 H 1.56341 0.78566 2.24739  C25 1.072
31 H 2.15861 -0.64924 3.11534  C25 1.129
32 H 0.14734 4.48182 7.17063  C26 1.068
33 H 1.27718 4.62753 5.79130  C26 1.185
34 H 1.80497 3.72722 7.30072  C26 1.059
35 O 6.78657 0.58194 0.17301  S36 1.451
36 S 5.68937 0.36132 1.09714  O35 1.451, O37 1.416, O38 1.635, C41 1.723
37 O 6.01872 -0.14550 2.37763  S36 1.416
38 O 5.27423 1.93098 1.28878  S36 1.635, C39 1.478
39 C 5.27983 2.82328 0.11065  O38 1.478, C40 1.521, H42 1.029, H43 1.045
40 C 4.67572 4.17072 0.47605  C39 1.521, H44 0.992, H45 0.983, H46 0.979
41 C 4.28534 -0.28723 0.33834  S36 1.723, H47 1.183, H48 1.038, H49 1.040
42 H 4.83289 2.69189 -0.80687  C39 1.029
43 H 6.27492 3.08356 -0.07541  C39 1.045
44 H 4.81474 4.98528 -0.07226  C40 0.992
45 H 4.97477 4.69447 1.25270  C40 0.983
46 H 3.69997 4.10479 0.43507  C40 0.979
47 H 4.24831 -0.09604 -0.82857  C41 1.183
48 H 3.51515 0.23554 0.79799  C41 1.038
49 H 4.20802 -1.32386 0.37175  C41 1.040
50 C 0.65068 -1.63397 -4.06018  C51 1.644, O55 1.389, H56 1.006, H57 0.933
51 C 1.23250 -1.44746 -2.53354  C50 1.644, O52 1.430, H58 1.141, H59 1.153
52 O 2.50886 -2.08347 -2.63601  C51 1.430, C53 1.305
53 C 2.73943 -2.52274 -3.84260  O52 1.305, O54 1.251, O55 1.299
54 O 3.81783 -3.03973 -4.21016  C53 1.251
55 O 1.72355 -2.31254 -4.62453  C50 1.389, C53 1.299
56 H 0.53685 -0.78210 -4.58286  C50 1.006
57 H -0.15415 -2.09696 -4.14863  C50 0.933
58 H 0.38295 -1.87631 -1.90408  C51 1.141
59 H 1.03653 -0.31356 -2.45571  C51 1.153
60 C -1.64049 -3.33056 2.21000  C61 1.534, O65 1.447, H66 1.190, H67 1.236
61 C -0.79922 -2.12387 1.77574  C60 1.534, O62 1.411, H68 1.147, H69 0.971
62 O 0.19579 -2.14957 2.77608  C61 1.411, C63 1.270
63 C -0.11104 -2.90375 3.75135  O62 1.270, O64 1.317, O65 1.323
64 O 0.50608 -2.86519 4.91467  C63 1.317
65 O -0.96512 -3.84474 3.38206  C60 1.447, C63 1.323
66 H -1.56045 -4.10927 1.31406  C60 1.190
67 H -2.74377 -2.85073 2.49452  C60 1.236
68 H -1.42291 -1.21428 2.08901  C61 1.147
69 H -0.40360 -2.11677 0.88848  C61 0.971
70 C -2.58833 -2.83431 -2.06254  C71 1.597, O75 1.388, H76 1.207, H77 1.166
71 C -3.53340 -3.97691 -1.47008  C70 1.597, O72 1.469, H78 1.069, H79 0.997
72 O -4.49874 -4.21188 -2.55255  C71 1.469, C73 1.332
73 C -3.96099 -3.74516 -3.67832  O72 1.332, O74 1.193, O75 1.372
74 O -4.30257 -3.96051 -4.80135  C73 1.193
75 O -2.83126 -3.01246 -3.41729  C70 1.388, C73 1.372
76 H -1.43497 -3.09739 -1.82237  C70 1.207
77 H -2.67214 -1.68968 -1.85479  C70 1.166
78 H -3.79069 -3.59190 -0.50697  C71 1.069
79 H -3.10300 -4.85048 -1.25472  C71 0.997

* 2S+1: 1
* total charge: -1
* highest occupied orbital energy: -6.3 eV
* ΔE to the lowest compared entry with this formula, charge and spin: 73.7 kJ/mol
* DFT total energy: -3536.4169 hartree
* HOMO-LUMO gap: 8.171 eV

Results of the Löwdin charge analysis, in e, for atoms 1 through 4: atom 1 (N): -0.62, atom 2 (O): -0.08, atom 3 (O): -0.04, atom 4 (O): -0.06

---

Entry 3:
A cluster of 5 separate species, C18H37ClN5O6P2 in total at a distorted geometry, computed with ωB97M-V/def2-TZVPD.

Each atom is followed by the atoms it is bonded to, with distances in Å.
Positions of all 69 atoms, in Å:
1 C 3.05049 4.42286 0.37295  C2 1.559, H13 1.129, H14 1.114, H15 1.129
2 C 3.98681 3.84489 1.47685  C1 1.559, N3 1.389, C9 1.459
3 N 3.80870 4.35221 2.75770  C2 1.389, C4 1.383, H16 1.027
4 C 4.59246 3.96853 3.83113  N3 1.383, C5 1.468, H17 1.114
5 C 5.65082 2.97694 3.60576  C4 1.468, P6 1.875, C8 1.485
6 P 6.69842 2.52878 5.09441  C5 1.875, O7 1.496, H18 1.437, H19 1.438
7 O 6.01600 1.62400 6.07060  P6 1.496
8 C 5.89295 2.38677 2.26480  C5 1.485, C9 1.486, H20 1.115
9 C 5.01522 2.85901 1.16273  C2 1.459, C8 1.486, P10 1.886
10 P 5.37790 2.13401 -0.53979  C9 1.886, O11 1.681, Cl12 2.121
11 O 3.98807 1.41908 -1.15829  P10 1.681, H21 0.984
12 Cl 5.87019 3.79170 -1.76825  P10 2.121
13 H 1.98021 4.40282 0.73287  C1 1.129
14 H 3.10095 3.86880 -0.59219  C1 1.114
15 H 3.38486 5.48771 0.20236  C1 1.129
16 H 3.08493 5.06161 2.92287  N3 1.027
17 H 4.39435 4.43972 4.82148  C4 1.114
18 H 7.05956 3.78677 5.68883  P6 1.437
19 H 7.87738 1.91689 4.54415  P6 1.438
20 H 6.68555 1.62900 2.06490  C8 1.115
21 H 3.16890 1.90279 -0.90587  O11 0.984
22 C -0.21758 0.10338 0.94777  C23 1.500, H27 1.089, H28 1.091, H29 1.091
23 C 0.89432 1.09772 0.79033  C22 1.500, O24 1.230, N25 1.356
24 O 0.92747 1.91694 -0.12647  C23 1.230
25 N 1.89743 1.08324 1.70247  C23 1.356, C26 1.451, H30 1.007
26 C 2.06032 0.21360 2.85280  N25 1.451, H31 1.092, H32 1.092, H33 1.087
27 H -0.94064 0.23950 0.14522  C22 1.089
28 H 0.17759 -0.91219 0.88816  C22 1.091
29 H -0.72763 0.25668 1.90049  C22 1.091
30 H 2.59947 1.78241 1.52161  N25 1.007
31 H 2.10617 0.83175 3.75194  C26 1.092
32 H 3.00263 -0.32826 2.74726  C26 1.092
33 H 1.24339 -0.49710 2.94542  C26 1.087
34 C -4.22601 -0.16201 3.29661  C35 1.505, H39 1.088, H40 1.091, H41 1.092
35 C -3.00142 -0.99646 3.56135  C34 1.505, O36 1.228, N37 1.355
36 O -1.96115 -0.84601 2.92642  C35 1.228
37 N -3.07181 -1.93709 4.53442  C35 1.355, C38 1.450, H42 1.009
38 C -4.19775 -2.26608 5.38689  N37 1.450, H43 1.092, H44 1.091, H45 1.086
39 H -4.01396 0.54145 2.49375  C34 1.088
40 H -5.05585 -0.79933 2.98726  C34 1.091
41 H -4.49701 0.40346 4.19009  C34 1.092
42 H -2.21409 -2.45547 4.65333  N37 1.009
43 H -3.89819 -2.12338 6.42676  C38 1.092
44 H -4.45322 -3.31586 5.23307  C38 1.091
45 H -5.06583 -1.64893 5.17387  C38 1.086
46 C -1.84262 -3.90956 -1.25715  C47 1.507, H51 1.088, H52 1.092, H53 1.092
47 C -2.76983 -2.73524 -1.43495  C46 1.507, O48 1.223, N49 1.360
48 O -3.81628 -2.63297 -0.80951  C47 1.223
49 N -2.41457 -1.76869 -2.32346  C47 1.360, C50 1.451, H54 1.009
50 C -1.22722 -1.70319 -3.15570  N49 1.451, H55 1.093, H56 1.091, H57 1.086
51 H -2.26373 -4.58933 -0.51885  C46 1.088
52 H -1.73146 -4.44820 -2.20001  C46 1.092
53 H -0.86857 -3.57022 -0.89963  C46 1.092
54 H -3.08522 -1.01742 -2.38584  N49 1.009
55 H -0.68450 -0.78726 -2.90915  C50 1.093
56 H -1.54199 -1.66064 -4.19910  C50 1.091
57 H -0.57583 -2.56008 -3.00983  C50 1.086
58 C -4.16860 -3.14432 -6.14991  C59 1.507, H63 1.088, H64 1.092, H65 1.091
59 C -2.90228 -2.65352 -6.80302  C58 1.507, O60 1.224, N61 1.359
60 O -1.79504 -2.91650 -6.35286  C59 1.224
61 N -3.01764 -1.89692 -7.92620  C59 1.359, C62 1.450, H66 1.009
62 C -4.22650 -1.48027 -8.60927  N61 1.450, H67 1.092, H68 1.092, H69 1.086
63 H -3.91356 -3.73111 -5.26938  C58 1.088
64 H -4.78322 -2.29860 -5.83579  C58 1.092
65 H -4.72655 -3.78000 -6.83960  C58 1.091
66 H -2.12886 -1.60624 -8.30583  N61 1.009
67 H -4.19470 -1.85925 -9.63247  C62 1.092
68 H -4.25062 -0.38912 -8.63683  C62 1.092
69 H -5.12201 -1.84821 -8.11647  C62 1.086

* 2S+1: 1
* total charge: +1
* highest occupied orbital energy: -10.5 eV
* DFT total energy: -2576.0100 hartree
* HOMO-LUMO gap: 5.379 eV

Results of the Löwdin charge analysis, in e, for atoms 1 through 4: atom 1 (C): -0.02, atom 2 (C): -0.22, atom 3 (N): 0.12, atom 4 (C): 0.01

---

The lowest total charge belongs to which entry?
C18H36NO21S3